Entry 1:
ORCA calculation (ωB97M-V/def2-TZVPD) on C19H17Cl3F5I2N2O2SSc as an isolated structure.

Values from the calculation:
Total charge: +2

Each line ends with the Löwdin charge.
Cartesian coordinates (Å):
Sc -0.75503 0.28952 -1.30586  0.752
C -1.46555 4.55584 -0.02215  -0.183
S -0.31047 3.22179 0.17105  1.063
O -0.76162 2.25133 -0.95518  -0.644
C -0.80755 2.47243 1.67368  -0.420
C 0.15127 2.40536 2.67634  -0.068
C -0.19066 1.80638 3.88343  -0.043
C -1.45884 1.27233 4.05530  -0.037
C -2.40719 1.33633 3.03638  -0.043
C -2.08928 1.94675 1.83663  -0.081
H -2.47797 4.15579 -0.05828  0.072
H -1.21261 5.07008 -0.94677  0.078
H -1.33008 5.21734 0.83269  0.086
H 1.13584 2.82819 2.52729  0.118
H 0.52908 1.76848 4.68845  0.121
H -1.72222 0.81438 4.99891  0.123
H -3.39862 0.93399 3.19406  0.124
H -2.82320 2.02226 1.04181  0.078
Cl -2.12195 -1.39351 0.12328  0.680
C -2.22123 -2.87540 2.33219  -1.159
Cl -1.60712 -3.69348 3.70814  0.734
Cl -3.88911 -3.03987 2.05434  0.719
C -1.38328 -2.14126 1.59256  -0.710
N -0.08117 -1.80893 1.87916  -0.018
I -3.84582 0.90940 -1.81612  0.350
I -3.50263 2.24821 -4.07470  0.302
F 2.11401 -0.31413 -2.57238  0.057
C 1.19259 -0.80207 -3.44886  -0.229
C -0.15300 -0.64993 -3.17621  -0.096
C -1.02193 -1.16339 -4.12309  -0.251
F -2.35524 -1.07177 -3.92933  -0.020
C -0.59366 -1.79069 -5.28347  -0.136
F -1.45281 -2.26857 -6.16856  0.156
C 0.77151 -1.92034 -5.50954  -0.116
F 1.20385 -2.51547 -6.60292  0.174
C 1.68325 -1.42502 -4.58403  -0.139
F 2.98404 -1.55444 -4.80144  0.148
C 0.97146 -2.40302 1.07545  -0.107
N 2.11894 -1.49508 0.94908  -0.034
C 3.43180 -1.92993 1.44704  0.024
C 1.94776 -0.35702 0.30895  -0.398
C 3.07263 0.59403 0.09221  0.047
O 0.78115 -0.08883 -0.12050  -0.134
H 1.35348 -3.33348 1.50058  0.147
H 0.57076 -2.62705 0.08414  0.142
H 0.09488 -1.80493 2.87605  0.126
H 3.27144 -2.66562 2.22988  0.103
H 3.97094 -1.08864 1.87209  0.098
H 4.01314 -2.37800 0.64287  0.117
H 3.45972 0.94586 1.04957  0.109
H 2.72965 1.43752 -0.49879  0.100
H 3.88662 0.09632 -0.43541  0.115

***

Entry 2:
ORCA calculation (ωB97M-V/def2-TZVPD) on a 2-piece molecular cluster, CH3NO5 overall.

Values from the calculation:
ΔE to the lowest compared entry with this formula, charge and spin in kJ/mol: 53.8
Total charge: 0
SMILES string: O=C(O)O.O=NO

Each line ends with the Löwdin charge.
Cartesian coordinates (Å):
O 0.72584 -0.60898 -1.01123  0.021
C 0.60908 -0.00223 0.08555  -0.626
O 1.02642 -0.46974 1.26769  0.161
O 0.26505 1.32474 0.12295  0.101
H 0.75563 0.09438 1.98102  0.122
H -0.06840 1.49835 -0.79756  0.155
O -2.37917 -0.78440 1.03169  0.072
N -1.44970 -0.82145 0.24569  -0.098
O -1.54994 -1.62838 -0.88724  0.073
H -0.66805 -1.54584 -1.17772  0.018

***

Number 1: LUMO level -7.15 eV, Kohn-Sham gap 6.915 eV. Number 2: LUMO level -0.27 eV, Kohn-Sham gap 10.362 eV.